1.
{
  "formula": "C24H39KN2O2Si",
  "method": "ωB97M-V/def2-TZVPD",
  "symbols": ["K", "O", "C", "C", "C", "C", "N", "C", "C", "C", "C", "C", "C", "O", "C", "C", "N", "H", "H", "H", "H", "H", "H", "H", "H", "H", "H", "H", "H", "C", "C", "C", "C", "Si", "C", "C", "C", "C", "C", "C", "C", "C", "H", "H", "H", "H", "H", "H", "H", "H", "H", "H", "H", "H", "H", "H", "H", "H", "H", "H", "H", "H", "H", "H", "H", "H", "H", "H", "H"],
  "xyz": [[0.01880, 0.02960, -0.08660], [3.13380, -6.71580, -0.66250], [3.67010, -5.60860, 0.02800], [2.85600, -4.37590, -0.25800], [3.46650, -3.12340, -0.34960], [2.65540, -2.02600, -0.56580], [1.34270, -2.08100, -0.68240], [0.73400, -3.27560, -0.57820], [1.48380, -4.44500, -0.38460], [-0.72440, -3.27470, -0.56650], [-1.47550, -4.44780, -0.40330], [-2.84530, -4.37620, -0.25840], [-3.66890, -5.61800, -0.05570], [-2.89570, -6.60520, 0.58870], [-3.45320, -3.12020, -0.30470], [-2.64290, -2.02070, -0.51170], [-1.33030, -2.07630, -0.63270], [3.66710, -7.49310, -0.46810], [4.71540, -5.43380, -0.26570], [3.65020, -5.78400, 1.11700], [4.53410, -3.01630, -0.24690], [3.08680, -1.03430, -0.62180], [1.00840, -5.40660, -0.32490], [-1.00470, -5.41380, -0.35940], [-4.01620, -5.98200, -1.03760], [-4.55920, -5.36470, 0.53780], [-3.45170, -7.36630, 0.78410], [-4.51880, -3.01510, -0.18260], [-3.07670, -1.02890, -0.57360], [0.36300, -2.82050, 3.00170], [0.87030, -1.58900, 3.74910], [2.37480, -1.54270, 3.48200], [0.65020, -1.83220, 5.24260], [0.00170, 0.04900, 3.04680], [0.99370, 1.65740, 3.64960], [2.25840, 1.81840, 2.80400], [1.41000, 1.63720, 5.12050], [0.16740, 2.92020, 3.41480], [-1.88580, 0.11460, 3.64960], [-2.55360, -1.24680, 3.46310], [-2.67180, 1.08830, 2.77100], [-2.07600, 0.54260, 5.10530], [0.93430, -3.70460, 3.29620], [0.47630, -2.69540, 1.92870], [-0.68050, -3.02690, 3.20520], [2.83790, -2.49080, 3.76460], [2.87070, -0.76180, 4.05010], [2.57010, -1.38040, 2.42150], [1.21060, -2.71000, 5.57370], [-0.39940, -2.02010, 5.45710], [0.97570, -0.98310, 5.83650], [2.90750, 0.95350, 2.87710], [2.82430, 2.69220, 3.13290], [1.99980, 1.95800, 1.75270], [2.14390, 0.85830, 5.31220], [0.55670, 1.47730, 5.77390], [1.86560, 2.59120, 5.39560], [-0.17470, 2.97050, 2.38000], [0.76950, 3.80900, 3.61440], [-0.69630, 2.95830, 4.07100], [-2.36950, -1.63850, 2.46340], [-3.63440, -1.16150, 3.59790], [-2.19580, -1.96900, 4.19050], [-2.64810, 0.76790, 1.72900], [-2.27080, 2.09370, 2.82520], [-3.71510, 1.12530, 3.09160], [-1.52090, -0.09510, 5.78750], [-3.13190, 0.48650, 5.38060], [-1.75140, 1.56860, 5.25780]],
  "largest_force_ev_per_a": 1.65,
  "e_tot_ha": -2087.28335,
  "e_homo_ev": -4.91,
  "total_charge": 0
}

---

2.
{
  "formula": "C24H40Br8O2",
  "method": "ωB97M-V/def2-TZVPD",
  "symbols": ["C", "C", "C", "C", "C", "C", "H", "H", "H", "H", "H", "H", "C", "C", "C", "C", "C", "C", "H", "H", "H", "H", "H", "H", "Br", "C", "C", "Br", "H", "H", "H", "H", "Br", "C", "C", "Br", "H", "H", "H", "H", "Br", "C", "C", "Br", "H", "H", "H", "H", "Br", "C", "C", "Br", "H", "H", "H", "H", "C", "C", "O", "H", "H", "H", "H", "H", "H", "C", "C", "O", "H", "H", "H", "H", "H", "H"],
  "xyz": [[1.79044, 4.09633, 8.74981], [2.21176, 3.06163, 7.90018], [2.73457, 3.29381, 6.67407], [2.62074, 4.53138, 6.15651], [1.96710, 5.49414, 6.86296], [1.65168, 5.34260, 8.21928], [1.49958, 3.82331, 9.75344], [2.29594, 2.06988, 8.31940], [3.16797, 2.55574, 6.01543], [2.99999, 4.65027, 5.15230], [1.90589, 6.45538, 6.37440], [1.29004, 6.11429, 8.88269], [0.69833, 1.60876, 1.62053], [1.34485, 2.01011, 0.45571], [2.01068, 1.02643, -0.22587], [2.09330, -0.30401, 0.28054], [1.50486, -0.62792, 1.54596], [0.79894, 0.32812, 2.16263], [0.06947, 2.35463, 2.08381], [1.15402, 3.03798, 0.18469], [2.59122, 1.34726, -1.07818], [2.71029, -1.02941, -0.22888], [1.70994, -1.61490, 1.93350], [0.26040, 0.26979, 3.09697], [-0.36999, 7.78228, -2.78251], [-1.23268, 8.46841, -4.47539], [-1.69657, 7.23851, -5.32046], [-2.80705, 8.05314, -6.79748], [-0.58153, 9.17684, -4.98747], [-2.11704, 8.95297, -4.06161], [-2.33864, 6.58424, -4.73071], [-0.82846, 6.76536, -5.77938], [-5.91134, 2.12637, -0.17545], [-4.36548, 3.28871, -0.33826], [-4.33846, 4.17566, 0.86633], [-5.93463, 5.25008, 1.12162], [-4.45872, 3.85464, -1.26515], [-3.50708, 2.62502, -0.44204], [-3.45413, 4.79637, 0.72211], [-4.25822, 3.58225, 1.77711], [-8.07437, -6.11106, 3.97881], [-6.36302, -5.26364, 4.66322], [-6.02820, -3.96000, 3.94298], [-4.16894, -3.41465, 4.40384], [-5.57241, -6.00408, 4.78482], [-6.72274, -4.99230, 5.65574], [-6.75400, -3.17534, 4.15658], [-6.10623, -4.04185, 2.85887], [0.18845, -8.59880, 3.18845], [1.39319, -8.07955, 1.70268], [2.20107, -9.23072, 1.05862], [0.85019, -10.48708, 0.30235], [2.13574, -7.32942, 1.97476], [0.84696, -7.66174, 0.85701], [2.75813, -9.82193, 1.78542], [2.85602, -8.87667, 0.26250], [2.98123, 0.65932, -7.21384], [2.47379, -0.31472, -8.27098], [1.12846, -0.76112, -7.94808], [2.50983, 1.63353, -7.08424], [3.97815, 0.96398, -7.53229], [3.12316, 0.14569, -6.26298], [3.03725, -1.21285, -8.52394], [2.38372, 0.09999, -9.27498], [1.19197, -1.62618, -7.53668], [2.93895, -5.47277, -4.61379], [1.80511, -4.50270, -4.31473], [0.77103, -4.73287, -5.23746], [3.43564, -5.48210, -5.58400], [2.61179, -6.49039, -4.40047], [3.61498, -5.25804, -3.78615], [2.07560, -3.44793, -4.26588], [1.53669, -4.67317, -3.27215], [0.08086, -5.09527, -4.67716]],
  "e_above_lowest_kj_mol": 232.5,
  "largest_force_ev_per_a": 3.51,
  "e_tot_ha": -21680.95440,
  "e_homo_ev": -9.38,
  "total_charge": 0
}

---

3.
{
  "formula": "C24H40Cl12F2O3S3",
  "method": "ωB97M-V/def2-TZVPD",
  "symbols": ["F", "C", "C", "C", "C", "C", "C", "H", "H", "H", "H", "H", "F", "C", "C", "C", "C", "C", "C", "H", "H", "H", "H", "H", "C", "S", "O", "C", "H", "H", "H", "H", "H", "H", "C", "S", "O", "C", "H", "H", "H", "H", "H", "H", "C", "S", "O", "C", "H", "H", "H", "H", "H", "H", "C", "Cl", "Cl", "H", "H", "C", "Cl", "Cl", "H", "H", "C", "Cl", "Cl", "H", "H", "C", "Cl", "Cl", "H", "H", "C", "Cl", "Cl", "H", "H", "C", "Cl", "Cl", "H", "H"],
  "xyz": [[-15.19666, -0.86371, 21.23008], [-13.94455, -1.38393, 20.94180], [-12.82523, -0.53223, 20.92722], [-11.56430, -1.03829, 20.84765], [-11.37730, -2.35369, 20.38301], [-12.52215, -3.11433, 20.26318], [-13.75335, -2.69590, 20.73017], [-13.05113, 0.53053, 21.08152], [-10.74821, -0.34656, 20.79012], [-10.38986, -2.62012, 20.22000], [-12.38008, -4.15231, 19.90271], [-14.64610, -3.34855, 20.83797], [-15.55835, -2.29833, 18.37490], [-14.74668, -1.29967, 17.87968], [-13.82947, -1.72430, 16.96109], [-12.99727, -0.79613, 16.40080], [-13.17067, 0.54458, 16.66090], [-14.12291, 0.92561, 17.59346], [-14.96218, 0.02058, 18.23990], [-13.73352, -2.77079, 16.78013], [-12.20971, -1.07338, 15.73199], [-12.50918, 1.29785, 16.25835], [-14.09010, 1.95989, 17.77260], [-15.81370, 0.39767, 18.82536], [-16.32309, -3.40059, 15.08145], [-17.52814, -2.19450, 14.59567], [-18.23756, -1.90264, 15.83927], [-16.40041, -0.77298, 14.36834], [-16.89812, -4.11160, 15.54041], [-15.50568, -2.99718, 15.73583], [-15.97038, -3.89762, 14.14051], [-15.87525, -0.64173, 15.36560], [-16.97524, 0.12741, 14.25304], [-15.73316, -0.91699, 13.54646], [-11.46613, 3.06966, 19.99915], [-11.00395, 3.53270, 18.31743], [-12.26149, 3.93879, 17.60298], [-10.06727, 4.99857, 18.58200], [-11.90496, 3.95116, 20.48194], [-10.53860, 2.74463, 20.48339], [-12.22455, 2.30326, 19.90682], [-10.05024, 5.41145, 17.55708], [-9.10902, 4.59405, 18.86506], [-10.44793, 5.63610, 19.34613], [-10.72880, 7.11781, 13.37195], [-10.78051, 5.99709, 14.85309], [-10.71211, 6.84603, 16.05335], [-12.52257, 5.59458, 14.57473], [-9.72802, 7.50883, 13.13342], [-11.31827, 7.99317, 13.72681], [-11.18063, 6.63689, 12.51890], [-13.04957, 6.46769, 14.79272], [-12.79855, 4.67634, 15.14456], [-12.59304, 5.35952, 13.49973], [-16.98586, 1.07577, 22.41596], [-15.76924, 2.29676, 22.06303], [-18.06743, 0.76619, 20.98890], [-16.50857, 0.14505, 22.61115], [-17.60578, 1.36265, 23.30261], [-13.06235, 7.37943, 17.99612], [-13.73502, 8.05414, 19.51050], [-13.98849, 8.00251, 16.64318], [-12.04050, 7.75824, 17.89319], [-13.12912, 6.29512, 18.07954], [-9.27521, -0.80928, 16.61961], [-7.72226, -1.57648, 16.90388], [-9.65344, -0.76739, 14.86900], [-10.07189, -1.31390, 17.12529], [-9.23866, 0.23416, 16.91836], [-19.00989, -4.02175, 17.99152], [-19.26757, -5.37920, 16.84884], [-18.37899, -4.48769, 19.61178], [-18.24759, -3.33658, 17.51759], [-19.98490, -3.65836, 18.21090], [-11.65134, -5.47286, 14.25018], [-10.19255, -4.85075, 15.18871], [-13.20635, -4.77990, 14.60347], [-11.45980, -5.32660, 13.21860], [-11.68747, -6.54147, 14.44082], [-15.98316, 5.02262, 18.03454], [-15.68989, 4.15760, 16.56433], [-15.40432, 4.16589, 19.50573], [-15.53077, 6.04057, 17.96684], [-17.06730, 5.00586, 18.27437]],
  "largest_force_ev_per_a": 3.25,
  "e_tot_ha": -8080.64759,
  "e_homo_ev": -8.93,
  "total_charge": 0
}